(1)
Molecular formula: C13H32O3SSiV
Method: DFT, the ωB97M-V functional and the def2-TZVPD basis

```
51
Properties=species:S:1:pos:R:3:forces:R:3
V -0.451 0.163 0.287 0.4 -1.2 0.1
C -2.516 2.191 -1.242 -0.2 0.5 0.4
H -3.246 1.931 -0.471 0.1 0.0 0.0
H -2.116 3.197 -1.046 0.0 -0.5 0.0
H -3.035 2.212 -2.208 0.4 -0.3 0.2
H -1.684 1.445 -1.283 0.0 0.0 -0.2
H 1.016 -0.315 -1.069 0.3 -1.3 -0.4
C -0.527 0.891 2.700 0.1 -0.7 1.2
C 0.868 0.276 2.799 0.7 -0.4 -0.4
C 1.983 1.282 2.565 0.1 -0.3 -0.6
C 1.185 -0.658 3.945 -0.5 -0.1 0.3
O 0.810 -0.671 1.560 -1.1 1.9 -0.2
Si 1.755 -1.852 0.862 3.7 -2.3 2.1
S 0.726 -1.731 -0.994 -0.7 1.7 -1.0
O 3.308 -1.317 0.988 -1.7 -0.1 -0.3
C 4.671 -1.922 1.046 0.8 -0.4 -0.2
C 5.136 -2.197 -0.380 -0.1 0.1 -0.2
C 5.619 -0.937 1.738 -0.1 0.1 0.1
C 4.652 -3.212 1.849 -0.2 -0.3 0.3
O 1.691 -3.325 1.561 -0.9 1.0 -0.9
C 0.875 -4.576 1.456 -0.1 0.1 0.1
C 1.064 -5.163 0.072 0.4 -0.1 -0.1
C 1.390 -5.507 2.550 0.1 0.0 0.1
C -0.590 -4.256 1.724 0.1 -0.1 0.3
H -0.644 1.612 3.511 -0.1 0.3 -0.3
H -1.323 0.150 2.857 0.1 0.0 -0.2
H -0.686 1.458 1.754 -0.1 0.7 0.4
H 2.196 1.872 3.459 -0.2 -0.1 0.0
H 2.893 0.737 2.279 -0.2 0.2 0.1
H 1.729 1.975 1.752 0.1 0.0 0.1
H 0.433 -1.452 4.010 0.1 0.1 0.1
H 2.163 -1.118 3.764 -0.2 0.1 0.0
H 1.229 -0.128 4.904 0.0 0.0 -0.3
H 5.092 -1.288 -0.994 0.1 -0.2 0.2
H 6.180 -2.551 -0.360 -0.5 0.1 -0.1
H 4.509 -2.962 -0.859 0.2 0.1 0.1
H 5.350 -0.819 2.799 0.0 0.1 -0.3
H 6.652 -1.342 1.717 -0.7 0.2 -0.1
H 5.638 0.041 1.239 -0.1 -0.2 0.1
H 4.275 -3.021 2.866 0.1 -0.2 -0.3
H 4.028 -3.982 1.374 0.3 0.2 0.2
H 5.679 -3.606 1.946 -0.4 0.2 -0.1
H 2.128 -5.301 -0.176 -0.3 0.0 0.2
H 0.573 -6.145 0.055 0.1 0.3 -0.2
H 0.628 -4.525 -0.708 -0.1 -0.2 0.1
H 1.150 -5.075 3.531 0.3 -0.1 -0.2
H 0.880 -6.484 2.496 0.2 0.4 -0.1
H 2.473 -5.673 2.459 -0.4 0.1 0.1
H -0.703 -3.877 2.749 -0.1 0.0 -0.3
H -0.997 -3.532 1.005 0.0 -0.1 0.1
H -1.172 -5.189 1.660 0.1 0.4 -0.1
```
Forces are in eV/Å.

Summary:
Relative energy (zero: lowest compared OMol25 entry of this formula, charge and spin) = 0.00 kJ/mol
Strongest force on any atom = 4.85 eV Å⁻¹
Molar mass = 347.5 g mol⁻¹
Gap between HOMO and LUMO (spin up / spin down) = 0.278 / 0.289 Eh
Energy = -2371.39893 Eh
Charge = +2
Multiplicity = 2

Atomic partial charges in e from the Löwdin method, atoms 1 to 5:
1. V 0.991
2. C -0.005
3. H 0.041
4. H 0.054
5. H 0.061


(2)
Molecular formula: C13H32O9PtSSbSi3
Method: DFT, the ωB97M-V functional and the def2-TZVPD basis

```
60
Properties=species:S:1:pos:R:3:forces:R:3
Pt -0.456 0.619 1.145 0.1 0.1 0.0
O -4.199 -1.371 0.188 0.0 0.0 0.0
C -3.279 -0.425 0.194 0.0 0.0 0.0
O -2.585 -0.213 1.175 0.0 0.0 0.0
C -3.265 0.324 -1.118 0.0 0.0 0.0
O -2.462 1.468 -1.068 0.0 0.0 0.0
C -1.421 1.501 -2.039 0.1 0.0 -0.1
C -0.358 0.404 -1.891 -0.1 0.1 0.1
O 0.364 0.181 -2.831 0.1 0.0 0.0
O -0.340 -0.230 -0.748 0.1 -0.1 -0.1
H -4.169 -1.858 1.027 0.0 0.0 0.0
H -2.955 -0.383 -1.894 0.0 0.0 0.0
H -4.304 0.595 -1.333 0.0 0.0 0.0
H -1.825 1.449 -3.052 0.0 0.0 0.0
H -0.927 2.469 -1.929 0.0 0.0 0.0
O 4.027 0.947 1.895 0.0 0.0 0.0
S 2.692 1.371 1.669 -0.2 -0.1 -0.1
O 2.189 2.308 2.788 0.1 -0.1 -0.1
O 2.568 2.281 0.454 -0.1 -0.1 0.2
O 1.706 0.296 1.524 0.1 0.2 0.0
C -2.793 5.011 -1.124 0.0 0.1 0.0
Si -2.843 4.707 0.703 0.0 -0.1 0.0
C -2.594 6.222 1.737 0.0 0.0 0.0
C -4.228 3.592 1.239 0.0 0.1 0.0
Sb -0.718 3.193 1.163 0.0 -0.1 0.0
Si 3.827 2.926 -0.588 0.1 0.0 -0.2
C 4.973 3.879 0.507 0.0 0.0 0.0
C 2.807 3.989 -1.708 0.0 0.0 0.0
C 4.587 1.476 -1.436 0.1 0.1 0.0
Si 1.841 1.865 4.441 0.0 0.0 0.1
C 3.342 1.050 5.139 0.0 0.0 0.0
C 0.359 0.740 4.378 0.0 0.0 0.1
C 1.443 3.514 5.173 0.0 0.0 0.0
H -3.647 5.643 -1.386 0.0 0.0 0.0
H -2.872 4.081 -1.686 0.0 0.0 0.0
H -1.887 5.536 -1.431 0.0 0.0 0.0
H -3.442 6.900 1.601 0.0 0.0 0.0
H -1.690 6.755 1.443 0.0 0.0 0.0
H -2.527 5.976 2.797 0.0 0.0 0.0
H -5.180 4.097 1.046 0.0 0.0 0.0
H -4.181 3.361 2.303 0.0 0.0 0.0
H -4.214 2.666 0.666 0.0 0.0 0.0
H 4.436 4.650 1.064 0.0 0.0 0.0
H 5.744 4.375 -0.086 0.0 0.0 0.0
H 5.472 3.219 1.218 0.0 0.0 0.0
H 2.281 4.762 -1.143 0.0 0.0 0.0
H 2.077 3.386 -2.251 0.0 0.0 0.0
H 3.438 4.490 -2.445 0.0 0.0 0.0
H 5.081 0.815 -0.723 0.0 0.0 0.0
H 5.339 1.828 -2.147 0.0 0.0 0.0
H 3.840 0.906 -1.992 0.0 0.0 0.0
H 3.576 0.127 4.606 0.0 0.0 0.0
H 3.184 0.802 6.191 0.0 0.0 0.0
H 4.210 1.708 5.072 0.0 0.0 0.0
H 0.605 -0.240 3.967 0.0 0.0 0.0
H -0.455 1.188 3.794 0.0 0.0 0.0
H -0.027 0.591 5.390 0.0 0.0 0.0
H 2.300 4.185 5.094 0.0 0.0 0.0
H 1.183 3.421 6.228 0.0 0.0 0.0
H 0.599 3.977 4.657 0.0 0.0 0.0
```
Forces are in eV/Å.

Summary:
Relative energy (zero: lowest compared OMol25 entry of this formula, charge and spin) = 0.00 kJ/mol
Strongest force on any atom = 0.27 eV Å⁻¹
Molar mass = 765.6 g mol⁻¹
Gap between HOMO and LUMO (spin up / spin down) = 0.316 / 0.238 Eh
Energy = -2817.81982 Eh
Charge = +1
Multiplicity = 5

Atomic partial charges in e from the Löwdin method, atoms 1 to 5:
1. Pt 0.874
2. O 0.173
3. C -0.460
4. O -0.025
5. C -0.109


(3)
Molecular formula: C13H33AuCl2N2OP2S
Method: DFT, the ωB97M-V functional and the def2-TZVPD basis

```
55
Properties=species:S:1:pos:R:3:forces:R:3
C 0.877 1.530 -6.896 -0.4 0.1 -0.1
C 0.687 0.779 -5.615 -1.7 0.6 0.4
H -0.052 2.013 -7.199 0.0 -0.1 0.2
H 1.197 0.840 -7.679 0.1 0.1 0.1
H 1.647 2.293 -6.758 0.0 -0.2 0.0
O -0.294 0.791 -4.903 1.8 -0.2 -0.8
Cl 2.127 -0.167 -5.237 0.1 -0.3 0.2
Au 0.442 -0.110 -0.703 -0.5 0.5 -0.7
P -0.437 -2.099 -1.615 -0.5 -1.4 -0.3
C -2.142 -2.546 -1.167 -0.1 0.2 0.0
C -0.393 -2.174 -3.425 0.1 0.3 0.0
H -0.688 -3.170 -3.776 0.0 0.2 0.2
H 0.211 -4.432 -1.561 0.0 0.1 0.1
H 0.617 -1.936 -3.772 -0.1 -0.1 0.0
H 1.585 -3.339 -1.218 0.0 -0.1 0.0
H -2.837 -1.788 -1.543 0.1 -0.2 0.1
H -1.062 -1.414 -3.838 0.1 -0.1 0.0
C 0.525 -3.526 -1.033 0.2 0.2 0.0
H -2.392 -3.519 -1.609 0.1 0.2 0.0
H 0.380 -3.660 0.044 0.0 0.0 -0.2
H -2.243 -2.618 -0.081 0.0 -0.1 -0.2
P 0.955 2.121 -0.157 0.6 1.0 0.3
C -0.270 3.082 0.781 -0.3 -0.2 -0.1
C 2.384 2.036 0.958 0.0 0.0 -0.2
H 2.057 2.603 -2.239 -0.1 0.2 0.1
H 1.836 4.097 -1.259 -0.1 -0.2 0.0
H 0.456 3.376 -2.145 0.1 0.0 0.1
C 1.374 3.158 -1.588 0.0 -0.2 0.0
H 3.173 1.469 0.460 0.0 0.1 0.1
H 2.738 3.040 1.213 0.0 -0.1 0.0
H 0.155 4.058 1.052 0.0 -0.2 -0.1
H -0.555 2.548 1.692 0.1 0.1 -0.1
H 2.086 1.505 1.867 0.0 0.1 -0.1
H -1.165 3.238 0.170 0.1 0.0 0.1
Cl 2.553 0.045 -1.903 0.1 -0.3 0.3
C 1.622 -1.280 4.087 0.2 0.1 0.4
N 0.255 -0.720 4.093 -0.6 -0.1 -1.4
C -0.377 -0.636 5.414 0.1 -0.1 0.9
C -0.395 -0.587 2.908 -0.6 0.7 1.2
S 0.419 -1.294 1.557 0.6 -0.6 0.1
N -1.602 -0.001 2.722 0.8 -0.4 0.2
C -2.479 0.610 3.735 -0.4 0.4 0.2
C -2.192 -0.089 1.393 -0.2 -0.4 -0.3
H 1.949 -1.262 5.128 0.2 0.0 -0.3
H 2.309 -0.674 3.492 -0.2 0.0 0.1
H 1.659 -2.314 3.727 -0.1 0.2 0.1
H -0.369 0.394 5.817 -0.1 -0.5 -0.3
H -1.389 -1.065 5.439 0.4 0.2 -0.1
H 0.251 -1.239 6.088 -0.5 0.2 -0.2
H -2.958 1.509 3.315 0.4 -0.3 0.0
H -3.313 -0.049 4.021 0.4 -0.1 -0.1
H -1.919 0.909 4.615 -0.2 0.0 -0.2
H -1.460 0.210 0.616 -0.5 0.1 0.3
H -2.489 -1.128 1.161 -0.1 0.6 0.2
H -3.055 0.581 1.358 0.2 -0.2 -0.1
```
Forces are in eV/Å.

Summary:
Relative energy (zero: lowest compared OMol25 entry of this formula, charge and spin) = 0.00 kJ/mol
Strongest force on any atom = 2.01 eV Å⁻¹
Molar mass = 595.3 g mol⁻¹
Gap between HOMO and LUMO (spin up / spin down) = 0.340 / 0.195 Eh
Energy = -2836.30209 Eh
Charge = +2
Multiplicity = 3

Atomic partial charges in e from the Löwdin method, atoms 1 to 5:
1. C -0.073
2. C -0.820
3. H 0.095
4. H 0.090
5. H 0.096


(4)
Molecular formula: C13H33Cl2N2OP2RhS
Method: DFT, the ωB97M-V functional and the def2-TZVPD basis

```
55
Properties=species:S:1:pos:R:3:forces:R:3
C -1.367 2.585 -3.114 -0.1 0.0 -0.9
C -0.563 1.744 -2.175 2.1 0.0 -1.3
H -0.804 2.580 -4.051 -0.1 0.3 0.0
H -1.472 3.600 -2.716 0.1 -0.2 0.0
H -2.386 2.219 -3.302 0.5 0.0 0.4
O 0.617 1.463 -2.357 -2.5 0.5 0.5
Cl -3.162 2.207 -0.734 -0.4 0.0 0.5
Rh -1.201 0.919 -0.456 -0.8 0.2 0.4
P 0.035 2.691 0.553 0.9 0.7 1.1
C 1.859 2.540 0.628 0.0 0.0 0.1
C -0.228 4.343 -0.155 -0.2 -0.1 -0.2
H 0.180 5.086 0.542 -0.1 -0.2 -0.2
H -0.207 3.750 2.713 -0.1 -0.3 -0.1
H -1.301 4.511 -0.297 0.2 0.0 0.1
H -1.613 2.685 2.283 0.3 0.1 0.2
H 2.258 2.438 -0.391 0.0 0.1 0.3
H 0.287 4.431 -1.119 -0.1 0.0 0.2
C -0.520 2.787 2.285 -0.1 0.0 -0.2
H 2.283 3.436 1.103 -0.2 -0.1 -0.2
H -0.088 1.946 2.843 -0.2 0.3 -0.1
H 2.161 1.656 1.209 -0.1 0.5 -0.2
P -2.098 -0.817 -1.738 -0.7 -1.6 -0.5
C -0.906 -2.110 -2.224 0.0 0.1 -0.1
C -3.370 -1.692 -0.754 0.2 0.3 0.0
H -3.714 0.377 -3.079 0.1 -0.2 0.0
H -3.467 -1.298 -3.661 0.2 0.2 0.1
H -2.262 -0.034 -4.037 -0.2 -0.1 0.1
C -2.966 -0.398 -3.282 0.2 0.3 0.0
H -3.939 -0.936 -0.197 0.0 -0.3 -0.2
H -4.023 -2.264 -1.430 0.3 0.2 0.2
H -1.438 -2.892 -2.790 0.2 0.2 0.2
H -0.447 -2.546 -1.328 -0.2 0.1 -0.2
H -2.858 -2.346 -0.036 -0.3 0.2 -0.2
H -0.117 -1.678 -2.853 -0.2 -0.1 0.1
Cl -1.977 -0.061 1.616 0.0 0.3 -0.5
C 2.851 -1.914 -0.796 -0.3 -0.3 -0.6
N 2.468 -2.253 0.573 -0.6 1.2 0.2
C 3.510 -2.897 1.390 0.1 -0.5 0.4
C 1.495 -1.493 1.148 1.5 -2.1 0.8
S 0.838 -0.248 0.142 0.5 -0.4 1.0
N 1.174 -1.759 2.447 0.0 0.4 -0.9
C 0.837 -3.128 2.855 0.1 -0.7 0.3
C 0.857 -0.727 3.433 -0.4 0.6 0.0
H 3.813 -2.367 -1.026 -0.2 0.0 0.0
H 2.944 -0.824 -0.910 0.1 0.0 0.1
H 2.108 -2.254 -1.535 0.3 0.0 0.3
H 3.774 -2.260 2.240 -0.2 -0.1 -0.1
H 3.209 -3.888 1.756 0.0 0.4 -0.1
H 4.406 -3.039 0.775 -0.4 0.1 0.1
H 1.541 -3.505 3.625 -0.3 0.2 -0.5
H -0.174 -3.153 3.311 0.5 0.2 -0.4
H 0.842 -3.790 1.981 0.0 0.2 0.3
H 1.633 0.056 3.454 -0.2 -0.4 0.0
H -0.123 -0.276 3.213 0.3 -0.1 0.2
H 0.811 -1.204 4.423 0.1 0.2 -0.4
```
Forces are in eV/Å.

Summary:
Relative energy (zero: lowest compared OMol25 entry of this formula, charge and spin) = 0.00 kJ/mol
Strongest force on any atom = 2.71 eV Å⁻¹
Molar mass = 501.2 g mol⁻¹
Gap between HOMO and LUMO (spin up / spin down) = 0.281 / 0.194 Eh
Energy = -2811.07443 Eh
Charge = +2
Multiplicity = 5

Atomic partial charges in e from the Löwdin method, atoms 1 to 5:
1. C -0.075
2. C -0.518
3. H 0.112
4. H 0.092
5. H 0.052